# 1
Computed, not measured: C9H21AlCl3CsF2GaKLiMgO14PS as an isolated structure in a non-equilibrium geometry, with the ωB97M-V functional and the def2-TZVPD basis.

```
57
Properties=species:S:1:pos:R:3:mulliken_charge:R:1
C 2.572 -2.919 0.250 -1.824
C 1.729 -1.629 -0.400 -1.101
O 2.272 -0.404 0.184 -0.290
C 2.020 0.769 -0.653 -0.310
C 0.623 0.751 -1.471 -0.485
Ga -1.074 0.655 -0.232 0.588
O -0.631 0.800 1.615 -0.561
C -2.021 -1.143 -0.612 -0.437
C -2.021 -1.557 -2.174 -0.497
F -0.797 -2.277 -2.557 -0.235
H 3.639 -2.868 -0.164 0.242
H 2.063 -3.873 -0.227 0.522
H 2.507 -2.950 1.413 0.832
H 0.630 -1.759 -0.026 0.718
H 1.861 -1.727 -1.532 0.285
H 2.878 1.019 -1.381 0.331
H 1.961 1.675 0.075 0.182
H 0.541 1.790 -1.986 0.459
H 0.582 -0.016 -2.326 0.226
H -2.096 1.813 -0.707 -0.190
H -1.479 0.819 2.141 0.319
H -3.114 -1.058 -0.271 0.602
H -1.543 -2.043 -0.043 -0.047
H -2.210 -0.664 -2.870 0.285
H -2.886 -2.303 -2.333 0.314
C -3.065 3.687 2.576 -0.074
Cl -3.852 3.182 1.077 -0.035
Cl -3.037 2.378 3.769 0.042
H -2.041 3.980 2.352 -0.062
H -3.604 4.540 2.992 0.425
Li 0.120 1.920 3.506 0.849
O -3.311 -0.288 5.220 -0.644
Cl -3.248 0.305 6.542 1.579
O -4.185 1.401 6.623 -0.598
O -1.899 0.801 6.773 -0.654
O -3.574 -0.691 7.534 -0.632
Cs 0.614 -2.422 1.672 1.068
F 0.597 3.805 2.268 -0.686
C 2.407 -4.587 -3.392 0.109
C 1.748 -3.564 -4.307 -0.169
O 2.830 -2.909 -4.974 -0.286
S 4.049 -3.959 -5.183 1.089
O 3.963 -4.491 -6.505 -0.469
O 5.245 -3.382 -4.648 -0.511
O 3.520 -5.104 -4.138 -0.324
H 2.796 -4.109 -2.484 -0.136
H 1.725 -5.394 -3.114 0.466
H 1.143 -2.843 -3.755 0.025
H 1.129 -4.053 -5.065 0.416
K 2.330 3.616 4.680 0.917
Mg -0.743 3.286 0.865 0.487
O -1.646 7.305 0.366 -0.503
P -2.427 7.963 1.513 0.850
O -2.769 6.903 2.570 -0.463
O -3.716 8.579 0.963 -0.402
O -1.576 9.064 2.150 -0.422
Al 4.469 -5.819 -2.159 0.820
```

Its spin multiplicity is 1. The value obtained for the HOMO-LUMO gap is 0.153 Eh. For the strongest force on any atom, the calculation gives 12.0 eV/Å. Its charge is +2. The value obtained for the LUMO energy is -7.706 eV.

***

# 2
Computed, not measured: C14H30Cl2DyN3OP as an isolated structure in a non-equilibrium geometry, with the ωB97M-V functional and the def2-TZVPD basis.

```
52
Properties=species:S:1:pos:R:3:mulliken_charge:R:1
Dy 0.217 0.210 2.984 0.706
Cl 1.169 -0.244 0.920 -0.631
Cl -1.906 -0.830 2.799 -0.627
H -0.298 1.641 2.780 -0.376
H 1.599 0.987 3.219 -0.335
P 0.290 0.266 -3.059 0.285
C 1.994 -0.325 -3.647 0.557
C -0.915 -0.652 -4.168 0.631
C 0.293 2.049 -3.686 0.508
C 2.542 -1.352 -2.662 -1.332
H 2.605 0.576 -3.548 0.377
C 2.126 -0.821 -5.080 -1.473
H 1.577 -1.746 -5.242 0.242
H 3.173 -1.030 -5.308 0.448
H 1.773 -0.098 -5.811 0.247
H 2.519 -0.976 -1.641 0.241
H 3.575 -1.609 -2.907 0.436
H 1.964 -2.275 -2.681 0.242
H 1.284 2.391 -3.373 0.300
C -0.723 2.880 -2.909 -1.571
C 0.174 2.278 -5.185 -1.352
H 0.970 1.792 -5.742 0.235
H 0.228 3.346 -5.410 0.473
H -0.774 1.917 -5.578 0.177
H -0.601 2.751 -1.835 0.392
H -1.747 2.610 -3.157 0.257
H -0.602 3.940 -3.139 0.456
C -0.915 -2.126 -3.777 -1.639
H -0.603 -0.561 -5.209 0.360
C -2.320 -0.083 -4.023 -1.707
H 0.054 -2.598 -3.912 0.302
H -1.635 -2.678 -4.384 0.422
H -1.198 -2.249 -2.732 0.374
H -2.628 -0.056 -2.978 0.382
H -3.035 -0.706 -4.561 0.441
H -2.405 0.925 -4.420 0.292
C 1.191 -1.950 8.094 -1.022
N 0.269 -1.147 7.279 0.067
C -0.818 -0.594 7.887 -0.167
C -1.701 0.205 7.168 -0.923
C -1.460 0.441 5.812 0.838
N -0.380 -0.140 5.212 0.018
C 0.485 -0.924 5.933 0.424
O 1.454 -1.401 5.368 -0.690
N -2.327 1.296 5.090 -0.254
H 0.651 -2.814 8.535 0.326
H 1.603 -1.324 8.915 0.331
H 2.047 -2.339 7.505 0.305
H -1.000 -0.759 8.942 0.398
H -2.552 0.652 7.667 0.297
H -3.142 1.727 5.550 0.210
H -2.147 1.529 4.106 0.099
```

Its spin multiplicity is 6. The value obtained for the HOMO-LUMO gap (spin up / spin down) is 0.199 / 0.205 Eh. For the strongest force on any atom, the calculation gives 7.7 eV/Å. Its charge is -1. The value obtained for the LUMO energy (spin up / spin down) is 2.405 / 2.403 eV.

***

# 3
Computed, not measured: C34H34N3O5P2PtS as an isolated structure in a non-equilibrium geometry, with the ωB97M-V functional and the def2-TZVPD basis.

```
80
Properties=species:S:1:pos:R:3:mulliken_charge:R:1
Pt -1.804 0.716 1.111 2.196
O 2.851 -1.365 1.102 -0.519
C 1.869 -0.485 1.058 0.403
O 0.851 -0.610 0.414 -0.221
C 2.167 0.726 1.920 -0.743
O 1.206 1.746 1.734 -0.282
C 1.323 2.482 0.539 -0.926
C 0.336 1.928 -0.476 0.726
O 0.888 1.362 -1.542 -0.208
O -0.879 2.022 -0.360 -0.985
H 2.630 -2.145 0.565 0.368
H 3.186 1.075 1.731 0.423
H 2.113 0.427 2.967 0.367
H 2.333 2.478 0.125 0.358
H 1.025 3.509 0.756 0.555
N -1.210 -0.371 -2.066 0.366
P -2.363 -0.409 -0.745 0.529
C -3.760 0.354 -1.561 0.616
C -4.399 -0.345 -2.593 -0.400
C -5.441 0.252 -3.282 -0.975
C -5.849 1.537 -2.946 -0.590
C -5.217 2.233 -1.925 -0.763
C -4.169 1.646 -1.232 -0.472
C -2.711 -2.138 -0.470 0.549
C -1.646 -3.030 -0.325 -0.391
C -1.899 -4.353 -0.009 -0.956
C -3.208 -4.785 0.179 -0.607
C -4.264 -3.893 0.063 -0.839
C -4.022 -2.565 -0.256 -0.607
P 0.259 0.204 -2.526 0.874
C 0.055 0.989 -4.092 0.669
C 0.439 2.311 -4.311 -0.462
C 0.295 2.856 -5.577 -0.821
C -0.217 2.088 -6.613 -0.529
C -0.596 0.767 -6.394 -0.922
C -0.454 0.208 -5.138 -0.288
C 1.505 -1.040 -2.537 1.049
C 1.132 -2.381 -2.618 -0.568
C 2.116 -3.353 -2.713 -0.812
C 3.456 -2.986 -2.723 -0.582
C 3.824 -1.645 -2.653 -0.844
C 2.852 -0.665 -2.569 -0.643
H -1.801 -0.260 -2.894 0.231
H -4.100 -1.357 -2.845 0.513
H -5.942 -0.289 -4.073 0.461
H -6.668 1.997 -3.483 0.444
H -5.543 3.231 -1.669 0.454
H -3.679 2.189 -0.434 0.239
H -0.625 -2.685 -0.441 0.613
H -1.080 -5.051 0.095 0.487
H -3.402 -5.820 0.426 0.443
H -5.280 -4.231 0.216 0.467
H -4.852 -1.875 -0.340 0.497
H 0.849 2.915 -3.513 0.385
H 0.584 3.883 -5.755 0.454
H -0.309 2.514 -7.602 0.438
H -0.987 0.172 -7.208 0.457
H -0.712 -0.836 -4.988 0.387
H 0.088 -2.665 -2.620 0.507
H 1.838 -4.395 -2.788 0.489
H 4.220 -3.748 -2.806 0.463
H 4.869 -1.367 -2.676 0.475
H 3.142 0.379 -2.543 0.476
C -2.265 2.190 7.159 -1.431
C -2.148 2.164 5.678 0.747
C -1.857 3.246 4.886 -1.065
C -1.752 3.090 3.497 1.034
N -1.931 1.886 2.949 -0.191
C -2.246 0.828 3.721 0.004
S -2.517 -0.609 2.819 -0.406
N -2.340 0.963 5.054 0.088
C -1.494 4.240 2.593 -0.940
H -2.242 3.211 7.529 0.381
H -1.433 1.640 7.605 0.366
H -3.194 1.717 7.483 0.426
H -1.718 4.217 5.338 0.491
H -2.580 0.150 5.612 0.316
H -0.886 4.999 3.079 0.457
H -2.453 4.700 2.337 0.348
H -1.025 3.908 1.669 -0.099
```

Its spin multiplicity is 1. The value obtained for the HOMO-LUMO gap is 0.285 Eh. For the relative energy (zero: lowest compared OMol25 entry of this formula, charge and spin), the calculation gives 9.02 kcal/mol. For the strongest force on any atom, the calculation gives 1.4 eV/Å. Its charge is +3. The value obtained for the LUMO energy is -8.700 eV.

***

# 4
Computed, not measured: a 12-piece molecular cluster, C39H51F9O36 overall in a non-equilibrium geometry, with the ωB97M-V functional and the def2-TZVPD basis.

```
135
Properties=species:S:1:pos:R:3:mulliken_charge:R:1
C -1.152 4.892 -1.371 0.241
C -2.461 4.648 -0.685 1.043
O -3.266 4.091 -1.695 -0.333
C -2.594 4.143 -2.914 0.683
O -3.082 3.678 -3.900 -0.527
O -1.440 4.798 -2.796 -0.382
F -3.042 5.731 -0.162 -0.369
H -0.423 4.164 -1.052 -0.436
H -0.778 5.875 -1.172 0.355
H -2.407 3.933 0.124 -0.143
C -3.876 1.161 -2.441 0.276
C -4.900 0.974 -1.346 0.567
O -4.918 -0.398 -1.087 -0.197
C -4.146 -1.078 -2.002 0.171
O -3.973 -2.253 -1.982 -0.282
O -3.649 -0.231 -2.885 -0.410
F -6.176 1.250 -1.866 -0.453
H -2.949 1.490 -2.037 -0.702
H -4.282 1.698 -3.255 0.625
H -4.775 1.702 -0.564 0.148
C -3.268 -0.785 2.372 -0.218
C -2.472 -0.086 3.399 0.374
O -3.017 1.166 3.500 -0.325
C -3.649 1.460 2.382 0.355
O -4.034 2.554 2.008 -0.635
O -3.830 0.345 1.673 -0.078
F -1.154 -0.024 3.036 -0.021
H -4.062 -1.408 2.768 0.437
H -2.739 -1.365 1.630 -0.229
H -2.480 -0.694 4.347 0.421
C -2.592 -5.161 -2.575 0.056
C -1.482 -4.204 -2.241 0.959
O -1.219 -3.646 -3.488 -0.186
C -1.976 -4.129 -4.475 0.526
O -1.979 -3.699 -5.601 -0.592
O -2.744 -5.079 -4.024 -0.352
F -0.313 -4.793 -1.819 -0.369
H -3.525 -4.980 -2.017 -0.264
H -2.323 -6.209 -2.289 0.338
H -1.565 -3.459 -1.495 -0.207
C 0.855 -3.474 1.687 1.022
C 1.369 -4.456 2.724 0.503
O 0.504 -4.300 3.784 -0.385
C -0.302 -3.245 3.605 0.237
O -1.021 -2.782 4.438 -0.600
O -0.097 -2.689 2.416 0.163
F 2.615 -4.042 3.133 -0.319
H 0.408 -3.879 0.821 -0.296
H 1.650 -2.831 1.323 -0.715
H 1.613 -5.488 2.432 0.359
C 1.722 -2.207 -2.476 0.315
C 2.401 -3.135 -3.484 0.276
O 2.449 -4.398 -2.799 -0.437
C 2.273 -4.163 -1.460 0.067
O 2.305 -4.993 -0.628 -0.536
O 1.892 -2.927 -1.205 0.932
F 3.664 -2.665 -3.530 -0.297
H 0.689 -1.963 -2.741 -0.304
H 2.409 -1.341 -2.428 -0.182
H 1.887 -3.333 -4.457 0.348
C 0.762 1.605 0.756 1.167
C 1.383 0.271 0.507 0.573
O 0.421 -0.324 -0.331 0.408
C -0.743 0.299 -0.259 -0.639
O -1.754 -0.103 -0.709 0.246
O -0.596 1.427 0.343 -0.154
F 1.317 -0.517 1.611 -0.214
H 1.227 2.396 0.186 -0.548
H 0.759 1.902 1.794 -0.791
H 2.383 0.204 0.158 -0.363
C -6.328 -4.268 -0.519 -0.444
C -6.340 -3.005 0.268 0.710
O -5.080 -3.121 0.999 -0.161
C -4.599 -4.366 0.849 0.673
O -3.510 -4.700 1.275 -0.559
O -5.427 -5.132 0.158 -0.374
F -7.372 -3.147 1.162 -0.341
H -5.981 -4.196 -1.519 0.233
H -7.300 -4.769 -0.374 0.352
H -6.383 -2.028 -0.202 -0.003
C 0.719 1.250 -5.852 -0.499
C -0.115 0.169 -5.116 0.319
O -0.114 0.554 -3.746 0.083
C 0.888 1.464 -3.607 -0.096
O 1.239 1.851 -2.516 -0.318
O 1.413 1.819 -4.773 -0.391
F 0.470 -1.078 -5.210 -0.290
H 0.125 2.050 -6.301 0.356
H 1.391 0.710 -6.523 0.303
H -1.161 0.086 -5.421 0.291
C 4.629 2.139 -1.870 -0.236
C 5.198 0.752 -2.008 -0.636
O 4.612 -0.171 -0.992 0.076
C 5.357 -1.196 -0.696 0.606
O 6.487 -1.544 -1.079 -0.643
O 4.684 -1.905 0.255 -0.057
C 5.327 -3.098 0.674 -0.964
H 4.658 2.662 -0.876 -0.141
H 3.582 2.095 -2.139 -0.121
H 5.152 2.804 -2.554 0.517
H 6.263 0.781 -1.892 0.462
H 4.927 0.275 -2.944 0.335
H 4.611 -3.938 0.785 0.191
H 5.806 -2.862 1.619 0.332
H 6.171 -3.453 0.084 0.412
C -1.271 5.062 3.466 -1.285
C -0.040 4.222 3.686 1.139
O -0.450 3.305 4.747 -0.395
C 0.212 2.114 4.784 0.765
O 1.040 1.739 4.012 -0.227
O -0.032 1.528 5.941 -0.453
C 0.612 0.224 6.060 -0.517
H -1.686 5.428 4.377 0.417
H -2.050 4.468 2.996 0.176
H -1.071 5.908 2.791 0.376
H 0.843 4.729 4.056 0.308
H 0.194 3.592 2.843 -0.664
H 0.472 -0.006 7.084 0.295
H 1.682 0.332 5.920 0.247
H 0.138 -0.471 5.360 0.136
C 4.385 1.683 3.545 -1.307
C 4.496 1.635 2.021 0.277
O 3.480 2.549 1.457 0.375
C 3.830 3.759 1.151 0.275
O 4.940 4.335 1.295 -0.644
O 2.729 4.346 0.652 0.030
C 2.757 5.676 0.062 -0.808
H 3.355 1.876 3.903 -0.064
H 5.029 2.425 3.969 0.431
H 4.772 0.705 3.828 0.434
H 4.246 0.634 1.652 -0.405
H 5.478 1.985 1.782 0.641
H 2.477 6.355 0.915 0.258
H 1.983 5.580 -0.623 0.143
H 3.724 5.881 -0.352 0.370
```

Its spin multiplicity is 1. The value obtained for the HOMO-LUMO gap is 0.408 Eh. For the relative energy (zero: lowest compared OMol25 entry of this formula, charge and spin), the calculation gives 0.00 kcal/mol. For the strongest force on any atom, the calculation gives 4.0 eV/Å. As for the SMILES: O=C1OC[C@@H](F)O1.O=C1OC[C@@H](F)O1.O=C1OC[C@@H](F)O1.O=C1OC[C@@H](F)O1.O=C1OC[C@@H](F)O1.O=C1OC[C@@H](F)O1.O=C1OC[C@@H](F)O1.O=C1OC[C@@H](F)O1.O=C1OC[C@@H](F)O1.CCOC(=O)OC.CCOC(=O)OC.CCOC(=O)OC. The value obtained for the LUMO energy is 0.133 eV.

***

# 5
Computed, not measured: a 2-piece molecular cluster, C2Cl3FN4 overall in a non-equilibrium geometry, with the ωB97M-V functional and the def2-TZVPD basis.

```
10
Properties=species:S:1:pos:R:3:mulliken_charge:R:1
C 1.261 -0.083 -0.464 0.488
C -1.478 0.820 -0.033 0.565
N 2.172 -0.980 -0.146 -0.334
N 1.549 -1.752 0.774 -0.319
N 0.367 -1.336 1.029 -0.230
N 0.163 -0.265 0.235 0.162
F 1.260 0.751 -1.481 -0.226
Cl -1.741 0.834 -1.687 -0.015
Cl -1.052 2.210 0.824 -0.027
Cl -2.500 -0.199 0.949 -0.063
```

Its spin multiplicity is 1. The value obtained for the HOMO-LUMO gap is 0.338 Eh. For the relative energy (zero: lowest compared OMol25 entry of this formula, charge and spin), the calculation gives 0.00 kcal/mol. For the strongest force on any atom, the calculation gives 4.4 eV/Å. The value obtained for the LUMO energy is -1.355 eV.

***

# 6
Computed, not measured: an isolated ion of composition C3H8NOS and charge +1 in a non-equilibrium geometry, with the ωB97M-V functional and the def2-TZVPD basis.

```
14
Properties=species:S:1:pos:R:3:mulliken_charge:R:1
O -2.339 -1.058 -0.409 -0.439
C -1.286 -0.557 -0.667 0.006
C -0.526 0.404 0.226 -0.028
C 0.873 0.075 0.590 -0.955
S 2.140 0.052 -0.779 -0.124
N -1.391 0.745 1.433 -0.245
H -0.646 -0.879 -1.523 0.338
H -0.629 1.251 -0.475 0.295
H 1.279 0.875 1.214 0.427
H 0.871 -0.824 1.217 0.458
H 3.094 0.119 0.167 0.183
H -0.960 0.490 2.317 0.360
H -1.493 1.749 1.421 0.370
H -2.296 0.266 1.365 0.356
```

Its spin multiplicity is 1. The value obtained for the HOMO-LUMO gap is 0.348 Eh. For the relative energy (zero: lowest compared OMol25 entry of this formula, charge and spin), the calculation gives 16.94 kcal/mol. For the strongest force on any atom, the calculation gives 2.5 eV/Å. As for the SMILES: [NH3+][C@H](C=O)CS. Its charge is +1. The value obtained for the LUMO energy is -3.967 eV.

***

Taking the records one at a time from the top gives DFT total energy values of -182927.157 -79939.377 -83156.677 -139439.937 -48315.105 -17605.698 eV.